53
Properties=species:S:1:pos:R:3:forces:R:3 method="wB97M-V/def2-TZVPD" molar_mass_g_mol=381.4 homo_lumo_gap_ha="0.1710 / 0.2043" lumo_ha="0.0068 / 0.0095" e_above_lowest_kcal_mol=0.0 homo_energy_ev="-4.4676 / -5.3027" e_tot_ev=-65983.53608 spin_multiplicity=2
V 0.41159 0.14572 0.03056 -1.872 0.244 -0.031
Si 1.56601 1.82151 -1.29437 0.524 -0.637 0.207
P -1.73098 0.59517 -1.87411 1.937 0.547 -0.386
N 0.87509 -1.35269 -0.72849 -0.776 1.411 0.321
H -1.41234 0.51399 -0.43014 -0.024 -1.194 0.867
C -3.37895 -0.13265 -1.81158 -0.174 -0.065 0.049
H -3.96807 0.13164 -2.69868 0.170 -0.093 0.179
H -3.88211 0.23208 -0.91087 -0.010 -0.070 -0.134
H -3.27964 -1.22177 -1.74160 -0.033 0.181 -0.003
C -1.93221 2.36675 -2.14968 -0.401 0.137 -0.256
H -2.67351 2.53822 -2.94164 0.124 0.081 0.171
H -0.98196 2.82960 -2.43343 -0.096 -0.240 0.057
H -2.27855 2.82612 -1.21773 0.032 -0.062 -0.153
C -0.90985 -0.15156 -3.30403 -0.034 -0.293 -0.749
H -1.50818 0.00101 -4.22033 0.010 -0.037 0.318
H -0.78447 -1.23369 -3.15857 -0.035 0.300 0.176
H 0.08469 0.27968 -3.47949 -0.347 -0.022 0.355
C 1.50750 3.59765 -0.65028 0.232 0.256 -0.036
H 1.65091 3.61024 0.44026 -0.077 0.058 -0.298
H 0.55917 4.09246 -0.89452 0.171 0.009 0.112
H 2.33775 4.14162 -1.12389 -0.302 0.105 0.190
H 3.02025 1.44748 -1.14511 0.051 0.242 -0.389
H 1.28993 1.94930 -2.75725 0.184 0.111 -0.323
C 1.48304 -2.29245 -1.43875 0.637 -1.059 -0.603
C 1.82573 -4.64493 -2.01345 0.235 0.215 -0.171
C 1.14002 -3.67879 -1.29381 0.342 0.698 -0.206
C 2.51073 -1.94209 -2.37319 -0.317 -0.263 0.191
C 3.17452 -2.92760 -3.08819 -0.301 -0.099 0.231
C 2.84601 -4.27929 -2.90713 -0.077 -0.116 0.056
H 1.56417 -5.69537 -1.87854 0.104 0.204 -0.094
H 0.33011 -3.92339 -0.60342 0.207 -0.072 -0.212
H 2.74916 -0.87833 -2.48234 -0.036 -0.422 0.036
H 3.95645 -2.63529 -3.78874 -0.127 -0.149 0.121
H 3.37953 -5.04827 -3.45983 -0.088 0.115 0.064
C -1.28752 2.23094 1.76462 0.935 0.165 -0.150
O -0.50980 1.88676 0.85505 -0.454 -0.166 0.415
C -1.67766 1.31684 2.87660 -0.265 -0.016 0.409
H -2.49507 1.77549 3.44954 0.180 -0.222 -0.054
H -0.81930 1.19904 3.56029 -0.222 -0.126 -0.230
H -1.99899 0.32227 2.52483 0.262 0.271 -0.083
C -1.71071 3.66094 1.88472 -0.181 0.084 -0.051
H -2.80246 3.72537 1.97706 0.129 0.099 0.012
H -1.36206 4.26904 1.04457 -0.023 -0.197 0.158
H -1.28289 4.05050 2.81884 -0.121 0.103 -0.143
C 0.21133 -2.23409 2.30687 -0.145 -0.640 0.419
C 1.23877 -1.18641 2.59230 0.686 1.160 -0.328
N 2.08907 -1.40017 3.62835 -0.401 0.149 -0.480
O 1.34350 -0.11698 1.93614 -0.417 -1.197 0.714
H 0.29396 -3.04052 3.04678 -0.102 0.111 -0.141
H 0.35106 -2.66133 1.30304 0.037 0.443 0.222
H -0.80522 -1.81460 2.36894 0.447 -0.003 -0.152
H 2.81220 -0.71400 3.80989 -0.194 -0.233 -0.111
H 2.08704 -2.27228 4.13264 0.011 0.194 -0.086

19
Properties=species:S:1:pos:R:3:forces:R:3 method="wB97M-V/def2-TZVPD" smiles="[H]/N=C/NCCC.O" molar_mass_g_mol=104.2 homo_lumo_gap_ha=0.3592 lumo_ha=0.0379 e_above_lowest_kcal_mol=72.0 homo_energy_ev=-8.7430 e_tot_ev=-9368.07283 spin_multiplicity=1
C 2.31814 0.09705 -0.23777 0.853 0.004 1.878
C 1.48286 1.43511 -0.14546 -0.343 0.420 -1.271
C 0.01687 1.29470 0.26257 0.150 0.592 1.036
N -0.56446 0.08165 -0.17673 -1.840 0.121 -0.873
C -1.83063 0.08363 -0.73555 -4.744 -1.575 1.879
N -2.67795 -0.92415 -0.46177 5.870 2.134 0.250
H 3.07321 -0.02690 -1.02207 -0.702 0.396 -0.364
H 1.89401 -0.92073 -0.00366 -0.462 1.255 -0.721
H 2.96577 0.17242 0.64439 0.163 -0.032 0.015
H 1.89089 2.15209 0.58263 0.399 -0.491 -0.256
H 1.42766 2.03587 -1.09669 0.566 -0.988 0.511
H -0.56552 2.11779 -0.17906 0.176 0.083 0.281
H -0.07426 1.40354 1.39525 -0.040 -0.301 -1.240
H -0.03104 -0.59405 -0.61934 1.719 -1.629 -0.194
H -2.18649 1.04742 -1.22567 0.401 -0.861 0.687
H -3.63460 -0.83593 -0.36708 -2.347 0.884 -1.413
H -1.12658 -3.60640 1.28406 0.100 -1.331 0.254
H -1.62117 -2.22933 1.09707 2.291 -0.652 -0.869
O -0.75669 -2.78381 1.00486 -2.212 1.970 0.410

100
Properties=species:S:1:pos:R:3:forces:R:3 method="wB97M-V/def2-TZVPD" smiles="O=C(Cl)Cc1ccc2c(c1)Sc1ccccc1N2.COCCNCCOC.COCCNCCOC.COCCNCCOC" molar_mass_g_mol=675.3 homo_lumo_gap_ha=0.2908 lumo_ha=0.0070 homo_energy_ev=-7.7225 e_tot_ev=-77713.76754 spin_multiplicity=1
O -3.06897 -0.00250 -3.32886 -0.474 -5.108 -2.975
C -3.00616 -1.05537 -4.02193 1.237 4.819 2.024
Cl -4.28229 -2.35750 -3.88610 1.270 0.967 -0.309
C -1.70241 -1.17102 -4.99160 0.138 -0.193 1.144
C -0.43420 -1.04016 -3.99315 2.463 -0.529 2.028
C -0.04934 -2.29904 -3.12553 1.646 3.441 -0.188
C 1.15960 -2.23104 -2.12550 -1.380 2.177 -1.908
C 1.98421 -0.91700 -1.92634 -3.370 -0.941 -2.806
C 1.54699 0.30420 -2.82422 -0.826 -2.308 0.708
C 0.38024 0.26932 -3.83773 0.545 -3.024 1.900
S 2.54863 1.85543 -2.53570 -0.665 -1.137 1.294
C 2.77866 1.81456 -0.67402 0.095 -1.276 2.446
C 2.69300 3.10322 0.20436 0.518 -3.684 1.269
C 2.85674 2.95634 1.74158 0.057 -3.173 -2.803
C 3.09005 1.52762 2.35115 -0.188 0.798 -3.126
C 3.19143 0.23079 1.46358 -0.665 3.854 -1.383
C 3.02925 0.36712 -0.09832 -0.064 2.831 2.787
N 3.11189 -0.83648 -0.98044 -2.085 2.048 0.461
H -1.73234 -0.27347 -5.69532 -0.093 -1.230 1.021
H -1.69369 -2.13900 -5.59445 0.040 1.309 0.946
H -0.68597 -3.26222 -3.28227 1.615 1.901 0.577
H 1.37893 -3.21385 -1.56604 -0.174 1.912 -0.811
H 0.11615 1.19619 -4.47046 0.563 -1.641 1.300
H 2.51185 4.11008 -0.32616 0.242 -1.797 1.046
H 2.76213 3.90174 2.36812 0.239 -1.670 -0.760
H 3.19664 1.49738 3.49929 -0.203 -0.221 -2.147
H 3.38939 -0.76995 1.98163 -0.364 1.594 -0.997
H 3.17369 -1.66888 -0.37190 -0.176 0.584 -0.713
C 0.47734 6.94696 0.14206 0.250 -0.086 -0.219
O 0.69679 6.07115 -0.95495 -0.271 0.186 0.439
C -0.47677 5.35652 -1.34425 0.230 -0.369 -0.703
C -0.97340 5.83797 -2.70879 0.011 0.296 0.515
N -1.54234 7.18481 -2.62091 0.036 -0.256 -0.229
C -1.80016 7.80021 -3.92514 0.196 0.193 0.258
C -0.58667 8.07395 -4.82926 -0.443 0.323 -0.195
O 0.29336 9.07656 -4.33286 0.000 -0.479 -0.078
C 1.25835 8.60696 -3.40470 -0.015 0.414 -0.042
H 1.44750 7.31717 0.47679 -0.015 -0.063 -0.078
H -0.12990 7.80467 -0.15948 -0.124 0.027 0.168
H -0.00234 6.42273 0.97375 -0.053 0.066 -0.008
H -1.26607 5.40528 -0.58860 0.056 0.212 -0.005
H -0.17239 4.30811 -1.43544 -0.101 0.017 -0.023
H -1.73912 5.14663 -3.07624 0.018 0.057 0.011
H -0.12465 5.80950 -3.40037 0.074 -0.236 -0.014
H -0.90421 7.78028 -2.10809 -0.043 -0.053 -0.019
H -2.29310 8.75739 -3.72454 0.061 -0.039 -0.134
H -2.52425 7.18486 -4.47087 0.110 -0.048 0.008
H -0.97754 8.46803 -5.77409 0.043 0.022 0.084
H -0.03941 7.16307 -5.09238 0.104 -0.034 0.193
H 1.56393 7.57692 -3.60291 -0.103 -0.032 0.054
H 0.87643 8.70509 -2.38688 0.119 -0.216 0.127
H 2.13932 9.24738 -3.48038 -0.060 -0.002 -0.087
C -0.91470 -9.11304 -0.29499 0.234 -0.038 -0.239
O -0.71745 -9.48652 -1.65156 -0.418 0.032 0.340
C -1.93924 -9.74898 -2.34773 0.349 0.026 -0.653
C -2.20223 -8.66548 -3.39542 -0.022 0.057 0.600
N -2.55791 -7.39292 -2.76365 0.046 -0.133 -0.339
C -2.57200 -6.25975 -3.69165 0.182 0.034 0.346
C -1.23919 -5.87354 -4.35480 -0.414 0.391 -0.085
O -0.27070 -5.34905 -3.45138 -0.098 -0.598 -0.287
C 0.50020 -6.33375 -2.77954 0.091 0.365 0.209
H 0.05965 -9.09828 0.19522 -0.023 -0.035 -0.105
H -1.34746 -8.11125 -0.22536 -0.143 -0.017 0.165
H -1.55469 -9.83372 0.22208 -0.034 0.080 0.025
H -2.78719 -9.86742 -1.66695 0.073 0.181 0.065
H -1.79791 -10.70193 -2.86878 -0.055 0.047 0.028
H -3.02279 -8.98656 -4.04577 0.024 0.055 0.028
H -1.29845 -8.56734 -4.00613 0.038 -0.219 -0.110
H -1.89358 -7.19298 -2.02640 -0.063 -0.043 -0.026
H -2.92688 -5.39511 -3.12029 0.052 0.016 -0.140
H -3.32016 -6.44754 -4.46987 0.104 -0.050 -0.012
H -1.45792 -5.05968 -5.05605 0.031 -0.009 0.062
H -0.81693 -6.68082 -4.96120 0.087 -0.098 0.161
H 0.65756 -7.22839 -3.38594 -0.112 -0.010 0.034
H 0.02997 -6.59163 -1.82902 0.059 -0.266 0.013
H 1.47491 -5.89934 -2.54802 -0.033 0.048 -0.103
C 3.09303 0.76872 6.24673 -0.226 0.290 0.035
O 1.87312 1.29146 5.73846 0.357 -0.451 -0.075
C 1.06695 0.30701 5.08240 -0.705 0.443 -0.007
C -0.19095 0.01268 5.90197 0.591 -0.146 0.163
N 0.13388 -0.72409 7.12552 -0.274 0.101 -0.188
C -0.98115 -0.81306 8.07178 0.326 0.117 0.131
C -1.50272 0.50210 8.67441 -0.187 -0.432 0.338
O -0.58187 1.14628 9.54799 -0.199 0.072 -0.440
C 0.36719 1.97573 8.89654 0.066 -0.060 0.411
H 3.70872 1.60783 6.57373 -0.094 0.006 -0.050
H 2.91068 0.12225 7.10932 0.147 -0.163 -0.039
H 3.63687 0.21678 5.47408 0.019 -0.082 0.070
H 1.62681 -0.60594 4.85855 0.057 0.015 0.198
H 0.75894 0.74802 4.12841 0.026 -0.078 0.030
H -0.88283 -0.58204 5.29626 0.025 0.011 0.055
H -0.67049 0.97034 6.13026 -0.059 0.100 -0.219
H 0.90990 -0.26862 7.58936 -0.045 -0.028 -0.047
H -0.63897 -1.44835 8.89562 -0.122 0.089 0.004
H -1.81151 -1.34390 7.59276 0.018 0.112 -0.039
H -2.36711 0.24497 9.29681 0.095 0.024 -0.003
H -1.87983 1.19612 7.91646 0.192 0.069 -0.080
H -0.03167 2.43691 7.98998 0.020 -0.106 -0.051
H 1.27018 1.40510 8.67178 0.088 0.120 -0.235
H 0.65313 2.76997 9.58890 -0.094 -0.043 0.018

62
Properties=species:S:1:pos:R:3:forces:R:3 method="wB97M-V/def2-TZVPD" smiles="CC[C@]1(C)C[C@H](C(=O)N2CC3(C[C@H](C(=O)N4[C@@H]5CC=C[C@H]4CCC5)CO3)C2)C1" molar_mass_g_mol=386.5 homo_lumo_gap_ha=0.3491 lumo_ha=0.0219 e_above_lowest_kcal_mol=150.8 homo_energy_ev=-8.9029 e_tot_ev=-33520.66103 spin_multiplicity=1
C -0.23155 -1.60457 0.10428 -0.117 0.412 0.178
C 0.05457 -0.09611 -0.00800 -0.164 -0.130 -0.384
C -1.16673 0.87141 0.02521 0.959 -0.814 -0.136
C -0.84704 2.13785 -0.80858 -0.222 -0.381 0.463
C -2.57291 0.28440 -0.27899 -0.010 0.711 -0.619
C -3.11633 1.19402 0.84817 -0.961 -1.541 0.896
C -4.18034 0.55268 1.76486 -0.322 -0.934 -1.733
O -4.29316 -0.66722 1.85943 0.809 0.368 0.637
N -5.07334 1.36531 2.34618 -0.190 1.125 0.877
C -5.68717 2.65593 1.94216 0.276 -0.976 0.124
C -6.70366 2.39519 3.07287 -0.909 1.177 0.975
C -8.14460 2.08765 2.66024 0.221 -0.265 -0.460
C -8.80699 3.46868 2.58168 -0.386 0.374 -0.717
C -8.92601 3.95827 1.11318 0.990 1.539 0.157
O -7.96849 4.54879 0.61027 -0.552 -0.552 0.123
N -10.13003 3.87745 0.47987 -0.248 -1.026 0.002
C -10.99721 2.69552 0.73118 -0.379 0.945 -1.390
C -12.43766 3.21659 0.50398 0.101 0.774 -0.827
C -12.75007 4.27330 -0.28812 1.532 -1.178 0.389
C -11.66786 5.01407 -1.10606 0.235 1.996 0.804
C -10.28869 4.29801 -0.93871 -1.672 -2.495 0.050
C -9.39068 3.40974 -1.85127 1.798 0.733 -0.553
C -9.37205 1.92655 -1.30303 -0.310 0.874 1.017
C -10.55429 1.57224 -0.30572 -0.050 0.003 -0.399
C -7.87639 4.36266 3.43241 0.330 -0.101 -0.078
O -6.90415 3.47117 3.98034 0.423 -0.112 0.485
C -5.86903 1.21062 3.59015 -0.131 -0.100 -1.412
C -1.69516 1.16750 1.44833 0.333 1.056 -0.226
H 0.69727 -2.17472 0.13539 0.057 0.079 0.009
H -0.78848 -1.83816 1.01272 -0.066 -0.049 0.005
H -0.80463 -1.96937 -0.74868 -0.050 0.042 0.009
H 0.75154 0.19219 0.78047 -0.022 0.113 0.162
H 0.61200 0.05007 -0.93483 -0.021 0.111 -0.153
H -1.64945 2.87482 -0.78296 -0.128 -0.016 0.091
H 0.05097 2.63393 -0.43866 0.089 -0.063 0.066
H -0.68165 1.88669 -1.85683 0.012 -0.151 0.004
H -2.96695 0.47080 -1.27851 -0.028 0.013 -0.087
H -2.65838 -0.78325 -0.07027 -0.064 0.267 0.326
H -3.43115 2.17380 0.49015 0.143 -0.003 0.107
H -5.01671 3.50620 2.07061 -0.279 0.174 0.063
H -6.15455 2.63790 0.95638 0.328 0.120 -0.098
H -8.18121 1.54000 1.71603 -0.080 -0.042 -0.009
H -8.63688 1.48343 3.42341 0.187 -0.048 0.057
H -9.79015 3.46569 3.04884 -0.045 -0.111 -0.103
H -10.92602 2.31890 1.75130 0.185 0.157 -0.085
H -13.24588 2.72173 1.02322 -0.008 -0.184 0.086
H -13.78410 4.58061 -0.36820 0.033 0.166 -0.072
H -11.95946 5.11209 -2.15529 0.094 -0.191 0.036
H -11.58471 6.03184 -0.72324 -0.296 0.313 -0.029
H -10.94434 3.55919 -1.38637 -0.826 -1.781 1.192
H -9.72923 3.41478 -2.89302 -0.260 0.136 0.179
H -8.37777 3.81455 -1.88117 0.201 -0.269 -0.013
H -9.34910 1.21690 -2.13138 -0.227 0.058 0.049
H -8.42740 1.77572 -0.77741 0.001 0.086 0.078
H -10.28316 0.67318 0.24861 0.158 0.003 0.005
H -11.42113 1.27573 -0.89850 -0.107 0.085 0.025
H -7.36073 5.15547 2.88624 -0.173 -0.225 -0.441
H -8.41291 4.86321 4.23948 0.042 -0.314 0.185
H -6.43455 0.27851 3.62080 0.132 -0.051 0.252
H -5.27504 1.37457 4.48967 -0.139 0.068 0.001
H -1.50989 0.33683 2.13591 -0.296 -0.027 -0.207
H -1.34726 2.08964 1.91523 0.066 0.051 0.068